Record 1
19 unconnected molecules or ions with the total composition C30H98N16O30 at a distorted geometry. Source: the Open Molecules 2025 dataset; level of theory: wB97M-V/def2-TZVPD.

Computed properties:
- HOMO level (eV) = -8.3
- gap between HOMO and LUMO (Eh) = 0.2986
- total charge = 0
- spin multiplicity = 1

```
174
C30H98N16O30 (wB97M-V/def2-TZVPD)
H 5.403 -2.730 2.429
H 2.260 -1.404 -1.701
C 4.196 2.318 -6.595
H 0.094 4.404 -4.128
H 1.558 3.285 -1.762
O -0.775 -0.069 8.681
O -5.936 2.397 -4.213
H -5.696 -4.452 -0.013
H -3.511 -3.690 -3.065
N 5.354 -1.954 1.783
H -2.763 0.084 1.002
C 2.396 2.616 -1.563
H -0.541 -0.100 -4.616
O -1.194 2.828 -3.110
H 2.403 1.756 -2.233
C -4.074 1.270 0.065
H -1.159 -2.809 -0.647
H -1.300 3.141 -4.012
H -5.410 2.634 -0.483
C -3.525 -4.634 -3.611
O -2.691 -5.926 -1.733
H 1.095 -4.737 -1.705
H -0.808 -5.068 0.843
H 0.901 5.635 3.861
H 0.686 -2.154 -3.551
H -0.589 -0.960 6.328
H 0.870 -0.697 1.706
H 5.190 -0.484 0.212
O 3.999 4.481 -1.050
O 4.599 3.527 4.317
N -5.303 -3.521 -0.007
N -5.037 0.446 -3.683
H -0.308 5.450 2.577
H -2.803 -0.943 7.284
H -2.218 -5.300 -1.179
C -1.079 -1.717 6.940
H 3.632 1.730 -4.798
C -0.536 -4.054 0.553
H -0.729 -2.730 6.741
C 2.218 -1.278 -2.783
N 0.028 4.403 -7.144
H -2.402 -1.067 -2.742
H 4.078 4.296 -0.111
H 1.335 0.812 0.735
O -1.557 -1.223 -3.170
H -2.125 0.465 -3.912
H 0.656 -5.629 4.948
N -5.653 -1.608 -1.048
H -4.591 0.695 -2.811
H -2.184 3.917 -0.083
H -0.632 -3.303 1.337
H 2.890 -0.143 7.706
C -5.699 -2.941 -1.088
H 3.882 2.069 2.165
O 4.357 3.996 1.466
H 4.186 -2.122 -3.046
H 0.115 3.918 -8.026
O -6.148 -3.439 -2.111
H 2.652 3.282 -7.544
O -3.481 -1.415 -5.145
O 0.531 -2.442 3.600
C 0.153 -4.821 4.416
C -3.198 -2.346 3.246
O -2.498 -1.741 6.847
H 4.125 3.301 -8.381
O -0.513 -5.413 3.308
C 0.914 -4.019 0.068
O 0.514 2.739 -5.744
H -6.212 1.262 -6.379
H -3.825 -1.912 -5.891
H 3.663 -0.924 4.375
O 3.265 -1.399 2.473
H -1.578 -5.404 -3.257
N 3.618 2.990 -7.564
H 3.636 0.196 0.462
N -5.928 0.642 -5.634
H 3.366 1.595 7.297
O -3.711 0.923 -1.056
H 4.524 4.618 2.178
O -4.118 -2.431 2.422
N -3.503 0.762 1.120
C 1.103 3.831 2.836
H -0.751 0.087 -1.713
N 4.290 -0.547 0.665
H 1.391 2.952 4.636
H 5.253 -0.231 -3.073
N -0.074 0.384 -1.024
H -1.268 -4.823 3.262
C 4.740 2.730 2.045
C -0.496 -1.388 8.326
C -2.242 -1.006 -5.530
N 3.324 2.156 -5.660
N -0.052 4.801 -5.045
H 4.466 2.441 -1.308
O 1.617 -2.365 -3.448
H 1.342 -3.121 -0.377
H 0.597 1.134 -1.111
H 5.464 2.379 1.309
H -3.767 1.036 2.056
H 1.807 -0.309 -3.066
N -2.883 -3.313 4.076
H -0.915 -1.897 9.194
H -0.480 5.275 -7.188
C -5.679 1.228 -4.480
O 1.247 -5.071 -0.818
O -1.458 -3.696 -0.434
H 3.609 -1.062 -4.332
C 3.678 -1.179 -3.251
C 1.163 -3.734 3.943
C 0.289 3.904 -5.945
H 2.692 2.937 0.261
H 1.782 -3.675 4.838
H -3.030 -4.226 -4.492
H -5.858 -0.344 -5.837
C 4.275 -1.308 1.724
H -5.133 -1.096 -0.350
H -2.453 -2.770 4.811
H 0.503 2.977 2.519
H 5.649 1.948 3.696
H -5.069 -4.620 -4.744
H 2.401 2.552 -5.769
H -6.121 -1.243 -1.866
C -2.007 3.566 -2.249
H -5.236 2.191 1.265
O 2.414 2.152 -0.218
H 4.202 0.962 5.109
H -1.205 5.631 -0.643
H 4.965 -0.070 6.219
C 3.846 3.219 -1.752
O -0.570 4.940 -0.842
N -5.026 2.097 0.282
H 3.679 3.572 4.046
H 1.422 0.034 5.987
C -1.551 -0.371 -4.310
C 0.228 4.931 3.372
H -2.436 -0.396 -6.412
N 0.908 -0.088 0.901
O -4.764 -5.188 -4.033
C 5.418 2.962 3.370
H -0.554 -4.395 5.127
H -0.934 2.800 -0.466
O 1.928 3.330 3.936
H -2.670 -6.634 -3.542
N -2.341 -1.376 3.341
C 2.993 0.632 6.947
H -2.440 -0.750 2.554
H -1.429 -1.710 3.618
H -1.663 -1.876 -5.840
H -4.898 -3.141 0.836
H 6.325 3.552 3.241
H 0.582 -1.554 8.318
O 4.420 -0.266 -2.598
O 3.412 -1.060 5.291
H 6.219 -1.600 1.399
H 3.937 3.271 -2.837
H 1.246 -1.884 3.285
C 3.981 0.151 5.804
H -4.586 -0.329 -4.148
O -0.643 4.231 4.227
C -1.353 3.759 -0.771
C -2.619 -5.658 -3.059
H -2.268 4.463 -2.810
H -3.654 -3.898 4.364
O 5.336 1.924 -6.578
H -0.252 4.079 5.090
H 1.682 -4.093 3.055
H -1.685 0.008 8.978
H 1.612 -4.069 0.904
H -2.970 3.075 -2.115
O -0.908 -1.144 0.313
H 1.691 4.300 2.048
C -0.047 -0.344 0.080
H -0.182 5.782 -5.248
O 1.686 0.822 6.467
```


Record 2
C4H8O in the gas phase. Source: the Open Molecules 2025 dataset; level of theory: wB97M-V/def2-TZVPD.

Computed properties:
- structure (SMILES) = C=C(C)CO
- HOMO level (eV) = -9.8
- gap between HOMO and LUMO (Eh) = 0.3935
- total charge = 0
- spin multiplicity = 1

```
13
C4H8O (wB97M-V/def2-TZVPD)
C 1.098 -0.386 0.525
H 1.264 -1.447 0.713
H 1.770 -0.315 -1.280
C -0.713 1.304 -0.018
H -0.661 1.832 0.947
H -0.778 -2.187 -0.162
C -1.129 -1.153 -0.223
H 1.366 0.141 1.460
H -2.163 -1.004 -0.532
H -0.004 1.807 -0.717
C -0.337 -0.143 0.118
H -1.726 1.440 -0.395
O 2.013 0.112 -0.434
```


Record 3
C3H4N2O in the gas phase at a distorted geometry. Source: the Open Molecules 2025 dataset; level of theory: wB97M-V/def2-TZVPD.

Computed properties:
- structure (SMILES) = O[C@H]1C=NC=N1
- HOMO level (eV) = -10.4
- gap between HOMO and LUMO (Eh) = 0.3813
- total charge = 0
- spin multiplicity = 1

```
10
C3H4N2O (wB97M-V/def2-TZVPD)
H -2.107 -0.631 0.792
C -0.343 0.973 -0.372
N 0.846 1.360 -0.046
C 1.500 0.171 0.334
O -1.680 -1.100 0.069
H 2.559 0.163 0.559
C -0.464 -0.517 -0.229
H 0.022 -1.250 -0.955
H -1.114 1.715 -0.606
N 0.781 -0.883 0.452
```


Record 4
11 unconnected molecules or ions with the total composition C4H31NO13 at a distorted geometry. Source: the Open Molecules 2025 dataset; level of theory: wB97M-V/def2-TZVPD.

Computed properties:
- structure (SMILES) = CN[C@H](C)C(O)(O)O.O.O.O.O.O.O.O.O.O.O
- HOMO level (eV) = -9.4
- gap between HOMO and LUMO (Eh) = 0.3533
- total charge = 0
- spin multiplicity = 1

```
49
C4H31NO13 (wB97M-V/def2-TZVPD)
O 2.998 -0.334 2.285
H -2.145 -1.364 -2.541
H 1.103 -3.341 1.038
H 1.230 1.323 2.676
O -1.911 -0.580 -2.043
H -1.744 0.493 2.012
H -0.307 -0.941 -3.111
O 1.158 -3.569 0.093
H 3.470 -2.866 -1.992
H 0.114 -1.677 2.017
H 3.099 -0.565 -1.012
H -1.277 1.588 0.769
H 0.681 -1.151 -0.668
H 0.786 1.482 -0.661
N 0.027 -0.095 1.019
H -1.742 -3.147 -0.551
O -4.024 1.406 0.004
H -3.231 -0.313 -0.223
O -3.056 4.017 0.015
O 3.317 -2.468 -1.123
C -0.073 -0.436 -0.405
H 0.073 4.324 0.490
H 2.484 -2.819 -0.749
H -0.566 1.412 -1.715
C -1.499 -1.004 -0.753
H 0.078 -2.219 -3.909
O 1.612 2.044 2.141
O 3.038 0.254 -0.467
O -2.484 -0.800 0.156
H -3.654 2.316 -0.118
C 0.270 0.816 -1.338
O -1.241 -2.418 -0.902
H -4.940 1.304 0.214
H 0.866 0.406 -2.144
H 0.303 -3.297 -0.244
O -0.239 3.799 -0.255
H 2.502 -1.109 2.575
O 0.529 -2.452 2.442
H 3.886 0.700 -0.498
H 0.192 2.932 -0.239
H -2.469 4.079 -0.732
H -0.315 1.480 2.304
H 2.449 1.601 1.896
H 0.939 0.297 1.215
H -0.069 -2.803 3.106
C -0.881 0.977 1.560
H 2.764 -0.124 1.369
H -2.426 4.144 0.750
O 0.321 -1.303 -3.753
```


Record 5
A molecular structure, C26H58Br2FO6PSi2 at a distorted geometry. Source: the Open Molecules 2025 dataset; level of theory: wB97M-V/def2-TZVPD.

Computed properties:
- HOMO level (eV) = -8.6
- gap between HOMO and LUMO (Eh) = 0.3237
- total charge = 0
- spin multiplicity = 1

```
96
C26H58Br2FO6PSi2 (wB97M-V/def2-TZVPD)
C 1.602 0.701 5.290
H -0.512 5.289 -1.517
Si -0.846 1.074 -3.013
H 4.567 -0.006 -1.817
O 6.389 0.240 -4.469
C 2.109 -0.677 1.860
H 0.879 2.638 -4.041
H -5.300 -0.068 8.412
H -6.185 0.615 5.556
H 0.107 -2.678 -1.747
H 1.744 1.338 4.415
C -1.530 3.411 -1.412
H 4.101 -1.053 2.571
C 1.525 -0.775 4.908
H 1.802 -0.325 -3.996
H 0.683 1.024 5.781
H 2.689 -2.599 1.033
Br -3.504 1.332 -1.348
H 1.379 -2.700 2.216
C 1.645 -1.373 -4.253
C 0.434 -1.455 -5.203
H 1.975 1.665 -2.476
C 3.832 -0.662 -5.368
H 2.714 -2.372 4.101
H 2.858 2.131 0.027
H 2.464 -0.105 0.998
H -4.655 1.266 7.450
H 1.154 2.177 0.401
H 1.324 -1.364 5.807
H 2.430 0.882 5.978
H -6.340 1.280 7.951
H 3.412 0.444 3.147
C -3.531 -0.410 5.444
H -3.063 0.015 6.336
H 2.438 0.445 -1.338
H 2.729 -2.399 -5.859
C 1.869 2.272 -0.414
C 5.427 0.062 -3.767
O 4.146 0.177 -4.244
C -5.929 -0.107 6.336
O -1.749 -0.231 -3.505
C 2.807 -1.295 4.264
H -2.637 2.800 -3.119
H 0.385 4.022 -2.319
H -2.651 1.111 4.216
H 3.279 -0.044 -6.082
C -0.621 4.401 -2.146
C 5.493 -0.303 -2.305
H -4.205 0.949 2.295
H -3.533 -0.641 2.653
H 0.674 -0.938 4.243
H 3.635 -1.170 4.968
C 1.694 1.222 -1.521
P -1.755 -3.377 -3.266
H -0.526 -4.626 -4.628
H 0.503 -2.403 -5.754
H 5.615 -1.384 -2.247
H 1.847 3.300 -0.773
H 3.503 -2.501 -4.286
H -4.658 -1.818 6.604
C 3.176 -0.606 2.951
Si -1.269 -1.503 -4.431
H -5.183 -0.241 3.144
H -1.020 3.017 -0.533
H -6.840 -0.678 6.531
H 1.053 -2.086 0.600
O -1.686 1.991 -5.805
H -2.379 3.986 -1.030
C -4.856 -1.069 5.830
C -0.389 -3.604 -2.040
C 0.322 0.527 -1.593
H -1.062 4.738 -3.085
H 1.508 -1.987 -3.366
H 0.516 -0.537 -1.767
H 6.322 0.215 -1.830
C -2.099 2.313 -2.305
C 2.954 -1.831 -4.953
C -4.171 0.155 3.042
Br -2.681 -1.629 -6.175
C -3.642 0.675 4.374
H -2.521 2.474 -5.853
F -0.339 0.572 -0.354
C 1.791 -2.098 1.405
H -0.831 -4.024 -1.135
H 0.501 1.357 -5.181
O -0.841 2.884 -5.051
H 0.511 -0.693 -5.984
H 4.750 -0.985 -5.857
H 0.371 -4.311 -2.379
C 0.076 1.995 -4.400
H 1.190 -0.186 2.189
O -1.457 -4.567 -4.391
H -2.848 -1.189 5.090
H -5.252 -1.623 4.975
C -5.530 0.635 7.608
H -4.278 1.491 4.730
```


Record 6
2 unconnected molecules or ions with the total composition C21H39BF2N7O8 at a distorted geometry. Source: the Open Molecules 2025 dataset; level of theory: wB97M-V/def2-TZVPD.

Computed properties:
- HOMO level (eV) = -2.0
- gap between HOMO and LUMO (Eh) = 0.0865
- total charge = -1
- spin multiplicity = 1

```
78
C21H39BF2N7O8 (wB97M-V/def2-TZVPD)
C 2.633 -1.152 -4.134
C 4.683 2.783 0.949
F 0.028 -3.797 -4.369
C -1.639 1.789 -0.562
H -3.423 -1.743 -2.276
H -3.258 0.501 -2.699
N 1.732 0.065 -4.112
C 2.001 0.340 1.948
C -2.327 2.602 3.780
H 3.125 -0.470 3.775
H -5.446 1.468 0.517
H 2.120 -3.075 3.329
C 0.923 -3.562 -1.434
C -1.604 0.153 -0.408
N -0.436 -0.201 0.467
N 0.926 -0.803 -1.712
F 0.957 -4.202 -0.066
H -1.463 2.192 -1.644
H -3.059 2.697 4.710
H -4.787 0.380 3.512
H -2.092 1.437 3.693
H 2.935 1.080 2.043
C 0.933 -0.952 4.151
C 2.212 -0.810 3.083
N -0.405 -2.981 -1.857
C -3.038 3.164 2.375
C -1.734 -0.685 -1.808
O -1.904 -4.538 -3.105
C 2.703 1.243 -4.342
C -3.078 2.469 -0.050
H -1.186 -0.992 2.341
H 2.189 -2.578 1.480
B 1.183 0.327 -2.687
H -3.876 -0.347 2.022
H 0.211 -1.830 3.847
H 1.794 2.067 -1.791
H 3.765 -2.471 2.616
C -0.770 -3.789 -3.121
H 3.387 1.439 -3.392
H -2.977 3.636 -0.211
H 1.337 -1.165 5.253
C -0.829 -1.412 1.281
C 2.586 -2.306 2.546
N 2.018 -0.132 0.507
O 3.732 2.618 0.176
H 1.956 -2.104 -4.276
H 0.042 -2.208 1.422
H 4.203 -0.589 0.810
C 0.872 -0.373 -0.267
H -2.583 -0.114 0.225
H 3.786 0.591 -0.709
H -3.876 2.109 -0.856
H -0.291 -1.455 -3.384
N -2.322 0.079 -2.972
C -4.856 0.215 2.351
H 3.386 -1.157 -5.061
H 2.123 2.224 -4.693
O -2.720 -1.787 -1.539
O 1.009 1.790 -2.374
H 1.073 0.983 2.254
O 5.813 3.107 0.616
H -5.473 2.435 2.199
H 0.363 0.071 4.104
N -3.439 2.104 1.373
C -0.323 -1.498 -2.191
H -0.814 2.263 0.151
O -3.226 4.482 2.254
H 3.312 -1.178 -3.178
H -1.310 3.140 4.019
O 2.043 -3.624 -2.156
C -4.880 1.666 1.522
H -1.701 0.835 -3.330
H -1.744 -2.019 0.864
H -5.809 -0.446 2.131
O 4.316 2.569 2.110
H 3.373 -1.265 -0.759
H 3.469 1.016 -5.227
C 3.447 -0.321 -0.051
```


Record 7
C2H6N4 in the gas phase at a distorted geometry. Source: the Open Molecules 2025 dataset; level of theory: wB97M-V/def2-TZVPD.

Computed properties:
- structure (SMILES) = [H]/N=C(N)/N=N\C
- HOMO level (spin up / spin down) (eV) = -8.6 / -8.6
- gap between HOMO and LUMO (spin up / spin down) (Eh) = 0.3071 / 0.3071
- total charge = 0
- spin multiplicity = 1

```
12
C2H6N4 (wB97M-V/def2-TZVPD)
H 2.741 -0.224 0.740
H -2.834 -0.223 0.150
N 0.172 -1.102 -0.539
H -2.033 -1.714 0.359
H -1.330 1.684 -0.406
N 1.322 -0.616 -0.673
C -0.834 -0.203 -0.277
H 2.290 1.136 -0.285
N -0.617 1.010 -0.683
H 1.193 0.670 1.032
C 1.895 0.294 0.283
N -1.965 -0.712 0.300
```


Number 2 is which compound?
C4H8O


Which of these has the lowest total charge?
C21H39BF2N7O8


Number 3 is which compound?
C3H4N2O